Computed, not measured: a structure of composition C18H19N2O7PSSe2Tc, with ωB97M-V with the def2-TZVPD basis set.

```
! RIJCOSX wB97M-V def2-TZVPD def2/J DEFGRID3
* xyz 0 2
Tc -1.42 1.66 -1.62
Se -1.41 1.63 0.94
P 0.76 1.57 0.73
Se 1.15 1.64 -1.40
C 1.43 0.06 1.49
C 0.80 -0.48 2.61
C 1.34 -1.60 3.23
C 2.50 -2.18 2.72
C 3.12 -1.65 1.61
C 2.58 -0.52 0.99
C 1.52 2.94 1.63
C 1.21 3.12 2.97
C 1.80 4.15 3.69
C 2.71 5.00 3.06
C 3.02 4.82 1.72
C 2.43 3.79 1.00
H -0.11 -0.05 2.99
H 0.85 -2.03 4.09
H 2.92 -3.06 3.20
H 4.01 -2.10 1.21
H 3.05 -0.12 0.10
H 0.49 2.48 3.46
H 1.55 4.29 4.73
H 3.17 5.80 3.62
H 3.72 5.48 1.23
H 2.65 3.66 -0.05
O -3.41 -0.41 -3.74
S -3.11 0.99 -3.60
O -3.63 1.88 -4.57
O -1.52 1.14 -3.49
O -3.37 1.45 -2.14
O -2.06 5.76 -2.33
C -1.78 4.66 -2.06
N -1.45 3.54 -1.76
O 0.29 -1.64 -1.26
C -1.00 -1.51 -1.14
O -1.60 -0.45 -1.31
C -1.76 -2.78 -0.79
N -0.78 -3.87 -0.69
C -1.12 -4.91 -1.69
C -1.89 -4.13 -2.75
C -2.73 -3.17 -1.91
H -2.28 -2.57 0.15
H -0.71 -4.25 0.25
H 0.42 -2.62 -1.11
H -1.76 -5.68 -1.25
H -0.22 -5.38 -2.07
H -2.50 -4.78 -3.38
H -1.21 -3.58 -3.40
H -3.59 -3.69 -1.47
H -3.10 -2.30 -2.46
*
```

Computed properties:
energy relative to the best compared isomer or geometry (same formula, charge and spin)	0.00	kcal/mol
expectation value of S²	0.76
maximum force	0.831	eV Å⁻¹
E_LUMO (alpha / beta)	-2.03 / -1.57	eV
HOMO energy (alpha / beta)	-8.7 / -9.0	eV
total energy	-6956.83550	Ha